The following is a DFT calculation (ωB97M-V/def2-TZVPD) of a molecular structure, C40H42CoN6O2P2.

Each line ends with the Mulliken charge.
Atoms and positions in Å:
Co1 -0.47898 0.64474 0.24424  1.055
C1 -0.52922 4.90312 -3.03713  -0.743
C2 -1.88835 4.64735 -2.89929  -0.627
C3 -2.33991 3.60035 -2.12354  -0.452
C4 -1.41427 2.77561 -1.45604  0.772
C5 -0.04632 3.07629 -1.56576  -0.180
C6 0.38956 4.12261 -2.34749  -0.592
N1 -1.79288 1.74972 -0.63909  2.072
N2 -3.03205 1.49357 -0.41285  -1.299
C7 -3.31497 0.81893 0.70530  -0.321
C8 -4.63511 0.66468 1.17665  -0.753
C9 -4.85066 -0.02738 2.34397  -0.530
C10 -3.75974 -0.56612 3.03296  -0.946
C11 -2.49189 -0.37568 2.51815  -0.445
N3 -2.26384 0.28392 1.39059  0.609
H1 -0.18825 5.70221 -3.67477  0.476
H2 -2.60084 5.27884 -3.40712  0.463
H3 -3.39377 3.40128 -2.00800  0.524
H4 0.66393 2.46324 -1.02294  -0.779
H5 1.44537 4.33061 -2.42862  0.498
H6 -5.44248 1.11028 0.62128  0.587
H7 -5.85048 -0.16077 2.72935  0.460
H8 -3.89462 -1.12559 3.94384  0.527
H9 -1.62030 -0.78967 3.01087  0.448
O1 -1.44143 3.07195 1.49182  -0.530
N4 -0.27868 2.37492 1.67271  0.436
C12 0.38463 2.63688 2.73075  -0.810
C13 1.65620 2.09760 3.14045  1.030
C14 2.28152 2.73130 4.22627  -0.889
C15 3.51448 2.31942 4.68539  -0.854
C16 4.15149 1.25123 4.06836  -0.789
C17 3.54671 0.60809 3.00242  -0.213
C18 2.29912 1.01224 2.53064  0.000
P1 1.64057 0.06825 1.10235  1.578
C19 2.98799 0.58137 -0.03982  1.006
C20 3.03802 1.96214 -0.25999  -0.619
C21 3.96211 2.50843 -1.12921  -0.564
C22 4.86645 1.68764 -1.78354  -0.876
C23 4.84529 0.32458 -1.55029  -0.780
C24 3.90998 -0.23072 -0.69000  -0.397
C25 1.90800 -1.61582 1.75360  1.436
C26 1.62536 -1.82806 3.10540  -0.963
C27 1.79406 -3.07963 3.66833  -0.824
C28 2.21664 -4.14514 2.88825  -0.805
C29 2.46380 -3.95044 1.53965  -0.916
C30 2.29825 -2.69788 0.97232  -0.807
H10 -1.61689 3.68213 2.23580  0.425
H11 -0.02058 3.38998 3.41462  0.359
H12 1.79709 3.56983 4.70239  0.455
H13 3.97727 2.82119 5.52202  0.448
H14 5.11609 0.91845 4.42090  0.481
H15 4.04813 -0.22776 2.53102  0.450
H16 2.36691 2.61641 0.28454  0.335
H17 3.98547 3.57486 -1.29250  0.510
H18 5.59104 2.10979 -2.45824  0.442
H19 5.56153 -0.31730 -2.03835  0.505
H20 3.94138 -1.29428 -0.51601  0.431
H21 1.29864 -1.00352 3.72785  0.527
H22 1.59966 -3.22693 4.71981  0.491
H23 2.35132 -5.12095 3.32554  0.451
H24 2.79425 -4.77220 0.92319  0.506
H25 2.48984 -2.56876 -0.07787  0.054
C31 0.56428 0.73705 -3.34587  -1.476
P2 -0.11192 -0.27283 -1.96056  1.582
C32 1.03777 -1.68382 -2.16497  -1.156
C33 -1.63067 -0.89831 -2.75214  0.529
C34 -2.54558 0.02785 -3.24875  -0.342
C35 -3.64798 -0.39676 -3.96690  -0.852
C36 -3.83383 -1.74622 -4.22025  -0.760
C37 -2.93144 -2.67203 -3.72407  -0.851
C38 -1.84555 -2.25617 -2.97367  -0.283
H26 -0.01732 1.63587 -3.51165  0.386
H27 0.53374 0.12669 -4.24763  0.592
H28 1.59555 1.01749 -3.13749  0.252
H29 0.96162 -2.03237 -3.19545  0.764
H30 0.81194 -2.49952 -1.48704  0.008
H31 2.04816 -1.31920 -1.99313  0.331
H32 -2.37823 1.08530 -3.09902  0.134
H33 -4.35232 0.32582 -4.34697  0.509
H34 -4.67314 -2.07704 -4.80905  0.433
H35 -3.06123 -3.72417 -3.93165  0.489
H36 -1.16103 -2.99248 -2.58231  0.356
C39 -1.86262 -5.03172 0.53009  -1.207
N5 -1.07329 -3.82013 0.54294  -0.193
C40 -1.53381 -2.59696 0.24097  -0.492
N6 -2.84481 -2.44829 -0.02591  0.040
O2 -0.73530 -1.63711 0.20859  0.302
H37 -1.24632 -5.86671 0.84971  0.358
H38 -2.22127 -5.24152 -0.47975  0.341
H39 -2.71698 -4.95386 1.20536  0.329
H40 -0.09719 -3.88210 0.79321  0.143
H41 -3.47321 -3.22652 -0.11302  0.255
H42 -3.17968 -1.54166 -0.29873  -0.067

Computed properties:
HOMO-LUMO gap (spin up / spin down), eV: 6.75 / 6.41
Charge: +2
Lowest unoccupied orbital energy (spin up / spin down), eV: -6.882 / -6.845
Expectation value of S²: 1.08
HOMO energy (spin up / spin down), eV: -13.6 / -13.3
Spin multiplicity: 2

The following is a DFT calculation (ωB97M-V/def2-TZVPD) of 7 unconnected molecules or ions with the total composition C40H42F23IO25S.

Each line ends with the Mulliken charge.
Atoms and positions in Å:
C1 2.64196 -2.51718 -5.79668  -0.732
C2 1.52385 -3.53227 -5.81837  0.621
O1 1.18346 -4.12837 -6.80646  -0.563
O2 0.93061 -3.71423 -4.60633  -0.197
C3 -0.48671 -4.00415 -4.67108  -0.790
C4 -1.06188 -3.86372 -3.26903  -0.843
C5 -1.20309 -2.36033 -2.90766  0.027
C6 -1.19197 -2.14834 -1.39697  -1.960
C7 -1.14122 -0.74484 -0.73765  1.356
C8 -0.39043 -0.98538 0.61211  -1.530
C9 -1.12869 -1.97471 1.54469  -0.453
C10 -1.46679 -1.41982 2.95168  -0.850
O3 -0.72267 -2.09691 3.98594  -0.574
O4 -2.50435 -0.34903 -0.36600  -0.573
S1 -2.52843 1.17712 0.05925  0.980
O5 -3.78765 1.72928 -0.29692  -0.441
O6 -2.06378 1.36125 1.40469  -0.385
O7 -1.39008 1.63547 -0.94671  -0.177
C11 -0.65090 0.53873 -1.55960  0.884
C12 -1.01921 0.67530 -3.05528  -2.601
C13 -2.47532 0.46194 -3.53359  -0.635
C14 -2.42938 -0.02304 -5.00707  -0.989
I1 -3.57886 2.30615 -3.53719  0.195
C15 0.92561 0.75558 -1.53055  0.800
F1 1.51570 -0.47497 -1.47084  -0.243
F2 1.33141 1.26178 -2.71881  -0.421
C16 1.60502 1.70746 -0.45315  0.575
F3 1.94440 2.86204 -1.07140  -0.325
F4 0.77647 2.03166 0.55858  -0.285
C17 2.90200 1.19199 0.24748  0.533
F5 2.64067 0.08345 0.96841  -0.205
F6 3.23492 2.16974 1.12221  -0.345
C18 4.11905 0.88054 -0.70189  0.617
F7 3.90423 1.35984 -1.93931  -0.332
F8 4.22981 -0.46699 -0.79360  -0.233
C19 5.48003 1.43842 -0.19523  0.794
F9 5.39579 2.79033 -0.32620  -0.322
F10 5.68667 1.16345 1.10744  -0.316
C20 6.75593 1.03103 -0.99430  0.323
F11 7.75569 1.75528 -0.43870  -0.272
F12 6.61139 1.40275 -2.27350  -0.258
C21 7.24191 -0.45249 -0.99188  0.652
F13 6.45925 -1.19083 -1.79419  -0.187
F14 8.48029 -0.40822 -1.52687  -0.293
C22 7.40938 -1.17729 0.37405  0.556
F15 6.21935 -1.49968 0.89685  -0.185
F16 8.09189 -0.44953 1.24956  -0.242
F17 8.08899 -2.30947 0.14230  -0.277
H1 2.61150 -1.87137 -4.91745  0.032
H2 2.57748 -1.91970 -6.71222  0.351
H3 3.60087 -3.05460 -5.83002  0.288
H4 -0.94296 -3.23927 -5.31884  0.291
H5 -0.66592 -4.98350 -5.12338  0.497
H6 -2.05394 -4.33021 -3.29225  0.418
H7 -0.44466 -4.38089 -2.52314  0.384
H8 -2.16866 -2.02777 -3.30502  0.280
H9 -0.37386 -1.84945 -3.40896  0.207
H10 -0.34929 -2.71473 -0.98177  0.674
H11 -2.09693 -2.62928 -1.00033  0.356
H12 0.58844 -1.40089 0.38461  0.736
H13 -0.21740 -0.05620 1.15154  0.911
H14 -2.03887 -2.38782 1.10526  0.714
H15 -0.47006 -2.82866 1.74712  0.036
H16 -2.51644 -1.60637 3.19555  0.282
H17 -1.24417 -0.35002 3.01844  0.307
H18 0.14251 -1.67441 4.05070  0.319
H19 -0.76154 1.70342 -3.33390  0.914
H20 -0.39487 -0.02200 -3.62644  0.519
H21 -3.01361 -0.28965 -2.95348  0.697
H22 -3.26072 0.39553 -5.58298  0.471
H23 -2.52123 -1.11342 -5.07027  0.167
H24 -1.51290 0.32039 -5.50054  0.291
O8 4.99930 -7.21620 -2.82123  -0.502
C23 4.99879 -6.25001 -2.14130  0.522
O9 6.08527 -5.49151 -1.85358  -0.371
C24 5.65552 -4.33452 -1.13358  0.131
C25 4.33589 -4.80110 -0.55745  0.261
F18 3.43082 -3.79528 -0.45251  -0.165
O10 3.89575 -5.73811 -1.51307  -0.260
H25 5.50806 -3.50721 -1.82811  0.033
H26 6.38342 -4.06866 -0.37944  0.147
H27 4.41634 -5.29727 0.41238  0.177
O11 -6.13122 4.58696 -3.65895  -0.544
C26 -6.51926 4.24278 -2.58686  0.533
O12 -6.37085 4.94068 -1.44758  -0.322
C27 -7.09339 4.26552 -0.39913  0.165
C28 -7.15807 2.85528 -0.94598  0.714
F19 -8.28966 2.19446 -0.59857  -0.288
O13 -7.15441 3.06554 -2.34914  -0.309
H28 -8.07726 4.71820 -0.29301  0.095
H29 -6.55608 4.32762 0.54492  0.026
H30 -6.30073 2.23099 -0.68636  -0.021
O14 -10.10760 4.35054 0.43181  -0.493
C29 -10.01200 4.58531 1.58870  0.709
O15 -10.83497 4.11499 2.55431  -0.350
C30 -10.29432 4.47937 3.82579  -0.413
C31 -9.42325 5.66694 3.46962  0.302
F20 -8.31831 5.74920 4.24571  -0.267
O16 -9.04504 5.37277 2.14057  -0.249
H31 -9.68520 3.66070 4.21229  0.279
H32 -11.09234 4.71138 4.52489  0.273
H33 -9.93604 6.63034 3.48840  0.236
O17 8.35023 5.81290 4.91934  -0.479
C32 8.08198 4.94273 4.16590  0.532
O18 7.45273 5.10303 2.97491  -0.357
C33 7.45066 3.84808 2.29401  -0.081
C34 7.60505 2.87094 3.43808  0.408
F21 8.30084 1.76402 3.08012  -0.293
O19 8.34845 3.61832 4.37543  -0.340
H34 8.30559 3.79723 1.61747  0.237
H35 6.53105 3.71992 1.73181  0.041
H36 6.66535 2.55436 3.89579  0.304
O20 -5.09996 5.07765 1.89676  -0.536
C35 -4.42338 4.58371 2.73685  0.640
O21 -3.21618 5.04233 3.13360  -0.367
C36 -2.79225 4.27529 4.26340  -0.511
C37 -3.59654 3.00134 4.10237  0.977
F22 -3.94903 2.46304 5.29685  -0.316
O22 -4.75857 3.46812 3.43861  -0.259
H37 -3.07369 4.79491 5.18086  0.309
H38 -1.71713 4.12388 4.23648  0.307
H39 -3.12537 2.23442 3.49178  -0.261
O23 -1.96268 -5.57784 1.81875  -0.494
C38 -1.05814 -5.85492 2.53104  0.616
O24 0.10720 -5.16926 2.60335  -0.200
C39 0.88619 -5.70290 3.67164  -0.457
C40 0.31071 -7.09846 3.80734  0.305
F23 0.32200 -7.54060 5.08536  -0.291
O25 -1.02637 -6.91512 3.38439  -0.338
H40 0.70785 -5.12092 4.57749  0.277
H41 1.94263 -5.68334 3.41878  0.265
H42 0.78450 -7.85043 3.17342  0.284

Computed properties:
HOMO-LUMO gap, eV: 8.87
Lowest unoccupied orbital energy, eV: -0.301
HOMO energy, eV: -9.2
SMILES: CC(=O)OCCCC[C@]1(CCCO)OS(=O)(=O)O[C@@]1(C[C@H](C)I)C(F)(F)C(F)(F)C(F)(F)C(F)(F)C(F)(F)C(F)(F)C(F)(F)C(F)(F)F.O=C1OC[C@@H](F)O1.O=C1OC[C@@H](F)O1.O=C1OC[C@@H](F)O1.O=C1OC[C@@H](F)O1.O=C1OC[C@@H](F)O1.O=C1OC[C@@H](F)O1

| no. | calculated total energy (Eh) | F_max (eV/A) |
| --- | --- | --- |
| 1 | -4093.454719 | 4.4 |
| 2 | -6423.284687 | 1.0 |